Entry 1:
Entry from OMol25: a structure of composition C23H28Cl3N6OSTi (ωB97M-V/def2-TZVPD).

The geometry in XYZ format:
```
63
C23H28Cl3N6OSTi, DFT ωB97M-V/def2-TZVPD
C 1.18312 -1.51318 2.54493
H -4.23796 0.92580 0.37374
N -2.39053 0.43494 1.29319
H 1.76104 0.95239 4.55338
C -2.89219 -0.47370 2.34214
N 0.84485 1.63150 1.41563
H -3.57314 -0.66114 -0.02908
C 2.43561 2.70953 2.83325
C -2.76430 1.81595 -3.33815
C -0.63439 1.34887 -2.32619
C -0.91334 -2.24511 -2.10913
H 0.44866 1.32928 -2.41787
C -1.24360 0.89731 -1.14955
H -2.87902 -1.49832 1.97477
C 1.81664 -2.81128 2.17941
H 1.38288 -3.16838 1.24741
H 0.64493 -3.03014 -4.84454
H -1.47301 -1.29067 -5.16356
H 0.23073 0.50397 3.80251
Cl 4.88072 0.78418 -1.39712
H 2.06410 4.39278 -0.06399
C 1.02800 -3.78525 -2.15829
H 2.89430 -0.71436 3.19195
C 2.65513 3.69675 1.89179
H 3.37072 4.48584 2.07858
H -3.35638 2.10194 2.17835
C 1.29700 0.63501 3.62247
Ti -0.35301 -0.12242 0.51294
C 1.06086 2.60248 0.51167
H -3.34970 2.17499 -4.17476
H 2.97991 2.70325 3.76685
H 0.53512 -4.68132 -1.78684
C 1.94173 3.64557 0.70686
H 2.89748 -2.69396 2.09881
N 1.86363 -0.65258 3.26215
N -1.60851 -1.56334 -3.03263
C -1.07337 -1.76150 -4.28463
O -0.00519 -1.24009 2.17663
N 0.05565 -2.89554 -2.77658
H -4.48375 1.40571 -2.11942
S -1.21702 -2.34580 -0.42273
H -1.66215 1.87000 2.65892
H 1.59388 -3.53931 2.96184
N 1.57055 -0.46368 -0.39971
H 1.76877 -4.05493 -2.90570
Cl 4.73332 -2.14029 -1.22875
Cl 4.45426 -0.35873 1.81164
C -3.31411 0.38749 0.13212
C -1.37636 1.80678 -3.40816
H -0.87783 2.15504 -4.30433
C -2.36170 1.81137 1.82636
H -2.33844 -0.90437 -2.79372
H 1.51303 -3.27415 -1.32986
C -2.64464 0.93364 -1.10223
H 0.49261 2.53212 -0.40492
C 4.04690 -0.61735 -0.97218
H -3.91483 -0.20255 2.62154
H -2.04291 2.50189 1.04728
H -2.25320 -0.40903 3.21982
C -3.40110 1.38302 -2.18118
C 1.52649 1.69662 2.57296
C -0.03373 -2.60656 -4.12675
C 2.69679 -0.53699 -0.65932
```

2S+1: 3
Gap between HOMO and LUMO (spin up / spin down): 7.88 / 6.85 eV
Net charge: +1
<S²>: 2.01
E_tot: -106808.5597 eV
Relative energy (zero: lowest compared OMol25 entry of this formula, charge and spin): 0.0 kcal/mol
E_LUMO (spin up / spin down): -2.8 / -4.2 eV


Entry 2:
Entry from OMol25: an isolated molecule of C8H14 at a distorted geometry (ωB97M-V/def2-TZVPD).

The geometry in XYZ format:
```
22
C8H14, DFT ωB97M-V/def2-TZVPD
C 0.19054 0.82423 -0.44842
H 0.41891 -0.94861 1.36241
H 2.56155 1.80844 0.29620
H 1.97433 3.18935 1.35539
H -2.27748 -2.38853 1.41460
C -0.98336 -0.00897 0.00078
H -0.27313 -0.99854 -2.55273
H -1.25435 -2.03382 2.84238
C 0.49234 2.01372 0.37735
H 1.32076 -0.55593 -3.29858
H -0.33425 2.61077 0.75336
H -0.31443 -2.01981 0.26534
C 0.88311 0.56237 -1.55359
C 0.76433 -0.69635 -2.38192
H -1.42204 -0.46259 -0.88103
H -2.31529 -0.82399 2.14790
H 1.15783 -1.53250 -1.79602
C -1.63924 -1.64065 1.89815
H 1.59179 1.29213 -1.93124
H -1.71842 0.59933 0.52297
C -0.55518 -1.18068 0.93310
C 1.73166 2.39062 0.67361
```

Gap between HOMO and LUMO: 9.63 eV
E_tot: -8521.7381 eV
SMILES: C=C/C(=C/C)CCC
Relative energy (zero: lowest compared OMol25 entry of this formula, charge and spin): 30.9 kcal/mol
E_LUMO: 1.1 eV


Entry 3:
Entry from OMol25: an isolated molecule of C18H29NO3 (ωB97M-V/def2-TZVPD).

The geometry in XYZ format:
```
51
C18H29NO3, DFT ωB97M-V/def2-TZVPD
H -3.48879 0.56322 -1.63432
H -6.41383 1.54435 -1.02981
H 5.62941 -2.08564 -2.06877
C 6.44859 0.44892 -0.20823
H 0.09252 2.01911 0.64509
C -5.14881 -1.26680 -0.88218
H 4.33848 1.55580 0.54358
C 0.57108 1.17710 0.13793
C -3.76066 0.81634 -0.60591
H 6.30925 1.44370 -0.64223
C -4.67887 -0.25349 -0.05778
C -6.00556 -2.23457 -0.38697
C -0.30684 -0.07312 0.32038
H 6.55233 1.21040 1.82081
H -4.84690 -1.29684 -1.91942
H 3.91411 -2.10172 -1.67241
H -4.69202 0.54063 1.92879
N 5.15558 -0.20295 -0.18908
C -5.06971 -0.23152 1.27569
H 7.08853 -0.12132 -0.88647
C -2.49704 0.80198 0.23163
H -5.46351 2.01865 -2.43885
H 4.94836 -3.44648 -1.16887
C -5.92322 -1.20086 1.77089
H 2.47897 -0.81872 0.10040
H 0.16367 -0.95292 -0.12178
C -4.41244 2.20566 -0.56040
H -4.63941 2.45608 0.47613
H -0.49110 -0.23797 1.38652
H -6.11737 3.25294 -1.36138
H 7.28318 -0.38272 1.61848
H -3.69487 2.94152 -0.93031
C -6.39631 -2.20296 0.94034
O 1.84124 1.05805 0.71645
C 5.20385 -1.64492 -0.00011
O -2.36288 1.33521 1.30037
H -6.36816 -3.01500 -1.04000
H 6.19209 -1.95748 0.35612
H 4.13627 0.18456 1.64918
H 8.11823 1.05206 1.02160
C 7.14318 0.58986 1.15191
O -1.54446 0.07507 -0.36751
H 4.47460 -1.94752 0.75777
C 4.14764 0.48211 0.58836
C -5.68132 2.25786 -1.40004
H -7.06456 -2.95815 1.32708
H 2.75311 0.50563 -1.05948
C 4.90320 -2.36944 -1.31192
C 2.75131 0.24091 0.00737
H 0.64958 1.39989 -0.93781
H -6.21973 -1.17446 2.80917
```

Gap between HOMO and LUMO: 9.14 eV
E_tot: -26768.9325 eV
SMILES: CC[C@@H](C(=O)OCCOCCN(CC)CC)c1ccccc1
Relative energy (zero: lowest compared OMol25 entry of this formula, charge and spin): 47.5 kcal/mol
E_LUMO: 0.9 eV


Entry 4:
Entry from OMol25: a structure of composition C14H20MnN4O4S at a distorted geometry (ωB97M-V/def2-TZVPD).

The geometry in XYZ format:
```
44
C14H20MnN4O4S, DFT ωB97M-V/def2-TZVPD
H 3.01151 0.64257 0.49386
H 1.45519 3.96485 -1.94981
O -0.96490 0.81946 0.36709
C -3.30956 -1.41313 2.92372
H 2.62552 -1.36914 -2.52093
N 0.04558 0.43076 -3.09731
N -4.05166 -2.28078 3.79731
H 3.80879 -0.05590 -0.87302
H 3.18741 2.39436 -1.17725
C 1.07135 2.62853 0.44335
C 2.79460 0.31327 -0.48403
H -1.52355 1.50962 2.72855
H 0.65839 -2.00344 0.58261
Mn -0.11362 0.32649 -1.25850
C 2.39909 1.60531 -1.28032
C 1.49990 -1.28962 0.64410
H -2.82417 -2.58553 -0.86493
S 0.83582 -1.28444 -5.09427
H 1.93037 3.26182 0.55593
O -4.48817 -3.32107 3.30611
C 0.71702 3.17562 -1.92673
C 2.17871 -1.82949 -1.63243
H 2.33014 1.34325 -2.31544
H 2.38650 -1.84994 0.99507
N 1.76329 -0.71799 -0.64373
O -1.16533 -1.49896 -1.35477
H -2.91169 0.12457 4.37943
C -2.13288 -1.74606 -0.58929
C -3.19567 -1.82942 1.61005
H 0.99061 1.76585 1.08975
H 1.39517 -2.51193 -1.86592
H -0.24140 3.62143 -1.72377
C -1.77831 0.11787 1.11001
C -2.73522 -0.20591 3.37178
H 3.04192 -2.39780 -1.27640
C -1.92258 0.51768 2.47373
O -4.26953 -1.85583 4.91796
H -3.70411 -2.71913 1.32426
C -2.38667 -1.13303 0.70782
H 0.73532 2.86670 -2.97318
H 1.27238 -0.54781 1.35399
H 0.18399 3.23264 0.59989
C 0.35830 -0.34577 -3.95671
N 1.04216 2.12950 -0.91760
```

2S+1: 5
Gap between HOMO and LUMO (spin up / spin down): 6.58 / 8.02 eV
Net charge: +1
<S²>: 6.08
E_tot: -71139.7800 eV
E_LUMO (spin up / spin down): -5.6 / -4.4 eV


Entry 5:
Entry from OMol25: a structure of composition C14H19BrLaO at a distorted geometry (ωB97M-V/def2-TZVPD).

The geometry in XYZ format:
```
36
C14H19BrLaO, DFT ωB97M-V/def2-TZVPD
C -2.83001 -0.21994 -1.33396
H 1.26624 3.16027 -1.64948
C -2.76569 -1.66412 -1.17057
H -2.02011 -0.87079 2.76165
H -3.30561 0.48738 -0.64815
H -0.65314 1.58400 4.31734
H -0.00791 2.34815 2.81536
H -1.65123 1.70655 2.82180
H -1.01314 -1.12619 -4.02496
C -0.11201 0.20191 2.71490
H 1.99250 0.77070 2.70543
C 2.74164 1.53976 -1.12499
Br 1.26675 -3.24471 -0.23897
H -1.57265 -3.19424 -2.35612
C -0.63887 1.54287 3.21802
C -1.54541 -1.06804 -3.06071
H -1.06411 -1.01212 4.25973
H 3.67847 -0.48551 -1.40030
C 1.57416 1.49527 -3.12362
H 0.83212 1.69769 -3.88982
La -0.43731 -1.04587 -0.35588
H 1.73504 -0.97753 2.75662
H 1.44426 0.00116 4.21874
H -0.60283 -1.93994 2.80724
H 3.04367 1.80491 -0.10541
C 2.36602 0.29613 -3.04773
H -2.04028 1.11202 -2.96339
C -1.00208 -0.97652 3.16587
C -2.08744 0.13041 -2.49964
H -3.04003 -2.21006 -0.25938
C -1.95123 -2.16970 -2.23524
O -0.17981 0.30417 1.28398
H 2.33423 -0.54471 -3.74022
C 3.07790 0.32260 -1.80368
C 1.81582 2.25904 -1.93942
C 1.35207 -0.01498 3.12494
```

Gap between HOMO and LUMO: 5.35 eV
Net charge: -1
E_tot: -87778.6446 eV
E_LUMO: 2.3 eV


Entry 6:
Entry from OMol25: a structure of composition C36H31BN4O2RuS2 at a distorted geometry (ωB97M-V/def2-TZVPD).

The geometry in XYZ format:
```
77
C36H31BN4O2RuS2, DFT ωB97M-V/def2-TZVPD
H 9.16591 1.39850 0.17821
C 8.10890 -0.42818 -0.39976
C 5.71316 -0.72490 0.47646
C -2.43420 0.68001 1.01079
C -3.53646 -1.45489 1.15449
H 7.54035 -2.52287 -0.66067
C -3.62455 1.28147 1.42973
C -1.35513 1.16536 6.23730
H 3.78377 -3.02512 -3.16460
C -0.45375 -1.02401 6.72276
C -1.19408 0.09020 7.10407
C -1.80215 0.12749 8.41965
H 2.71450 0.60486 -1.33036
C 1.70456 -1.75377 -1.90532
C 4.49403 -0.15608 0.77399
H 0.70393 -1.91832 5.15058
O 2.93343 1.47380 0.92225
H -0.35165 -1.85745 7.40399
N -2.27995 0.15081 9.46370
S -1.05634 1.72022 0.68380
C -0.61334 1.04078 -2.69660
H 3.66355 -1.67705 -1.23389
C -4.76078 0.53933 1.69782
H 8.94128 0.24420 1.49551
H 10.15126 -0.06699 0.23995
C -0.86742 0.84459 -4.04981
H -3.65764 2.35858 1.54464
H -1.08478 1.86883 -2.18249
H 9.25491 -2.24931 -0.35359
C 9.15279 0.33612 0.42796
H -3.49995 -2.53287 1.05456
H -1.52572 1.52605 -4.57654
H 4.40017 0.38231 -1.89970
C 8.39310 -0.21890 -1.89352
C 0.77670 -0.88583 -2.69118
S -0.95670 -1.56632 0.34032
N 3.17538 -1.32959 -2.05949
C 8.24927 -1.91796 -0.08760
C 5.18339 2.01934 0.04140
C 0.65528 0.02738 3.32907
N -6.92789 1.76232 2.42971
H 7.67454 -0.77248 -2.50559
H 4.97967 3.06885 -0.12832
H 3.23053 -1.63267 -4.13092
C 1.09239 0.08847 2.20062
C 6.71056 0.10118 -0.06337
C -4.71456 -0.85607 1.55880
H 3.03187 0.51805 -3.05974
C 4.23219 1.18442 0.57334
C 6.42000 1.45193 -0.27390
C 0.13585 -1.05578 5.47168
C 3.35109 0.15753 -2.08559
H -0.54587 -0.41395 -5.77296
C -0.31762 -0.24258 -4.72864
H 7.18185 2.09727 -0.69372
C 0.21680 0.17329 -1.97982
C 0.00366 0.03137 4.60945
H 8.33426 0.83433 -2.17316
H 9.39570 -0.57693 -2.14141
C -0.75063 1.13778 4.99260
N -6.80112 -2.32425 2.02583
C -5.87586 -1.67283 1.82210
C 3.80321 -1.94318 -3.26209
H 4.82751 -1.58798 -3.34480
H 1.66532 -2.81118 -2.16699
C -2.39117 -0.70744 0.86796
H 5.87662 -1.77684 0.67506
C 0.50974 -1.11670 -4.04112
B 2.39411 0.23363 1.35729
H 8.10212 -2.12482 0.97521
H -0.86333 1.96366 4.30170
O 3.37592 -0.78860 1.26348
H -1.94847 2.01614 6.54258
H 0.91136 -1.99196 -4.54535
Ru 0.55677 0.17398 0.07824
C -5.96972 1.21193 2.11143
H 1.49568 -1.65814 -0.83548
```

Gap between HOMO and LUMO: 6.02 eV
E_tot: -72818.5742 eV
Relative energy (zero: lowest compared OMol25 entry of this formula, charge and spin): 0.0 kcal/mol
E_LUMO: -0.8 eV


What did the fourth record say?
Entry from OMol25: a structure of composition C14H20MnN4O4S at a distorted geometry (ωB97M-V/def2-TZVPD).

The geometry in XYZ format:
```
44
C14H20MnN4O4S, DFT ωB97M-V/def2-TZVPD
H 3.01151 0.64257 0.49386
H 1.45519 3.96485 -1.94981
O -0.96490 0.81946 0.36709
C -3.30956 -1.41313 2.92372
H 2.62552 -1.36914 -2.52093
N 0.04558 0.43076 -3.09731
N -4.05166 -2.28078 3.79731
H 3.80879 -0.05590 -0.87302
H 3.18741 2.39436 -1.17725
C 1.07135 2.62853 0.44335
C 2.79460 0.31327 -0.48403
H -1.52355 1.50962 2.72855
H 0.65839 -2.00344 0.58261
Mn -0.11362 0.32649 -1.25850
C 2.39909 1.60531 -1.28032
C 1.49990 -1.28962 0.64410
H -2.82417 -2.58553 -0.86493
S 0.83582 -1.28444 -5.09427
H 1.93037 3.26182 0.55593
O -4.48817 -3.32107 3.30611
C 0.71702 3.17562 -1.92673
C 2.17871 -1.82949 -1.63243
H 2.33014 1.34325 -2.31544
H 2.38650 -1.84994 0.99507
N 1.76329 -0.71799 -0.64373
O -1.16533 -1.49896 -1.35477
H -2.91169 0.12457 4.37943
C -2.13288 -1.74606 -0.58929
C -3.19567 -1.82942 1.61005
H 0.99061 1.76585 1.08975
H 1.39517 -2.51193 -1.86592
H -0.24140 3.62143 -1.72377
C -1.77831 0.11787 1.11001
C -2.73522 -0.20591 3.37178
H 3.04192 -2.39780 -1.27640
C -1.92258 0.51768 2.47373
O -4.26953 -1.85583 4.91796
H -3.70411 -2.71913 1.32426
C -2.38667 -1.13303 0.70782
H 0.73532 2.86670 -2.97318
H 1.27238 -0.54781 1.35399
H 0.18399 3.23264 0.59989
C 0.35830 -0.34577 -3.95671
N 1.04216 2.12950 -0.91760
```

2S+1: 5
Gap between HOMO and LUMO (spin up / spin down): 6.58 / 8.02 eV
Net charge: +1
<S²>: 6.08
E_tot: -71139.7800 eV
E_LUMO (spin up / spin down): -5.6 / -4.4 eV